[1]
44
Properties=species:S:1:pos:R:3 method="wB97M-V/def2-TZVPD" charge=-1 e_tot_ev=-49043.9644 mol_weight_g_mol=363.95 lumo_ev=2.0148 homo_lumo_gap_ev=6.95 multiplicity=1
C -4.00834 0.92118 2.27883
C -3.90489 -0.13950 1.03324
B -2.39613 -0.72140 0.73567
O -2.30397 -2.09167 0.12154
C -0.97046 0.04525 1.02485
O -0.77100 0.77938 2.29309
B 0.55515 1.44402 2.03323
C 1.31692 2.19064 3.28526
C 1.03320 1.98497 4.87526
C 1.88670 2.81441 5.94837
N 2.94709 3.84885 5.79788
C 3.14110 4.02947 4.33264
C 2.47362 3.31429 3.06344
O 0.25747 2.19889 0.79695
C -0.38166 1.13605 -0.04830
P 0.91252 0.38718 -1.25246
O 2.23605 -0.13080 -0.55823
O 0.26958 -0.94502 -2.18414
O 1.42006 1.69706 -2.33828
H -3.55257 1.93955 1.92534
H -3.52856 0.47422 3.24969
H -5.15977 1.10452 2.53344
H -4.42341 0.32552 0.07578
H -4.57682 -1.08163 1.32757
H -2.27963 -2.76129 0.88090
H -0.19595 -0.84567 1.04118
H 1.29544 0.56428 1.77516
H 0.20484 1.22593 5.23064
H 1.63509 2.56737 7.09154
H 3.95152 4.86902 4.06891
H 2.81259 3.59796 1.97165
H -1.34419 1.60764 -0.51797
H 1.02952 -1.29226 -2.76833
H 2.11909 2.17197 -1.79293
C -0.05212 -3.78344 -6.76948
S 0.26785 -3.06144 -5.14141
O 0.75716 -1.66011 -5.35776
C 1.70883 -4.08738 -4.75853
H -0.90069 -3.26278 -7.21853
H 0.82513 -3.66617 -7.41088
H -0.29650 -4.84231 -6.65786
H 2.47904 -3.95076 -5.52076
H 1.40840 -5.13639 -4.70954
H 2.10270 -3.77961 -3.78666

---

[2]
17
Properties=species:S:1:pos:R:3 method="wB97M-V/def2-TZVPD" charge=+1 e_tot_ev=-22855.7776 mol_weight_g_mol=147.59 lumo_ev=-5.5749 de_lowest_kj_mol=225.0 homo_lumo_gap_ev=8.64 multiplicity=1
C -0.54790 -0.40926 -1.18732
C 2.37627 -0.78808 0.75246
C -0.02982 0.13724 0.96569
C 1.13524 -0.23046 0.16751
C -2.35489 0.72885 -0.05710
N -0.99219 0.14032 -0.08996
N 0.74963 -0.63560 -1.12719
O 3.02061 -1.60259 0.16291
Cl 2.35641 1.68273 0.08507
H -1.08581 -0.61811 -2.11171
H 2.74889 -0.51534 1.80370
H -0.39995 -0.73123 1.55765
H -0.01854 1.16789 1.36407
H -3.10371 0.05986 0.38581
H -2.42643 1.68200 0.24899
H -2.81533 0.62821 -1.01690
H 1.38749 -0.69642 -1.90368

---

[3]
14
Properties=species:S:1:pos:R:3 method="wB97M-V/def2-TZVPD" charge=+1 e_tot_ev=-7816.4274 mol_weight_g_mol=93.13 lumo_ev="-3.9205 / -7.4582" de_lowest_kj_mol=152.3 homo_lumo_gap_ev="10.29 / 7.59" multiplicity=2
C 1.81032 1.12823 0.28230
C 1.54138 0.98016 -1.08988
N 0.28187 0.34217 -1.13611
C -0.17901 0.24624 0.15406
C 0.76824 0.69876 1.11363
C -1.84104 -1.63493 0.10974
C -1.47709 -0.43038 0.58001
H 2.77468 1.41812 0.66915
H 2.07070 1.04634 -1.98993
H -0.30445 -0.05564 -1.95222
H 0.68707 0.60117 2.17606
H -1.33218 -2.17548 -0.67977
H -2.76066 -2.15995 0.38088
H -2.03984 -0.00481 1.38207

---

[4]
41
Properties=species:S:1:pos:R:3 method="wB97M-V/def2-TZVPD" e_tot_ev=-35382.6682 mol_weight_g_mol=313.42 lumo_ev=0.1863 de_lowest_kj_mol=1236.3 homo_lumo_gap_ev=8.86 multiplicity=1
O -2.80987 -1.22224 -1.86859
C -2.34445 -0.96663 -0.82690
N -2.95528 0.05819 -0.08167
C -2.65654 0.34704 1.24242
H -1.84933 -0.40275 1.46424
C -2.37599 1.77643 1.28915
H -2.21124 2.10294 2.41252
O -3.38893 2.67574 0.60489
C -3.76418 2.28165 -0.67783
H -4.47655 2.87401 -0.91199
C -4.22458 0.99422 -0.59113
H -4.45855 0.55810 -1.73301
H -5.04977 0.49568 -0.11799
H -2.82321 2.46540 -1.21219
H -1.43126 1.96652 0.48842
H -3.63307 0.21419 2.07539
C -1.31014 -1.83967 -0.13229
C -1.58164 -2.95921 0.50819
C -0.36563 -3.51128 0.86836
C 0.77948 -3.05253 0.94423
C 0.97541 -1.87932 0.12890
C -0.17004 -1.07052 -0.14370
S 0.13633 0.52737 -1.02329
C 1.73244 0.33935 -1.68522
C 2.93855 0.73350 -1.17582
C 2.98649 1.66558 -0.07040
C 3.97979 1.71660 0.77877
C 5.12489 1.24697 0.72439
C 5.05513 -0.02705 -0.00184
C 4.10059 -0.29144 -0.88184
H 4.11708 -0.98393 -1.68047
H 5.97240 -0.65674 -0.26387
H 5.95140 1.32640 1.43411
H 3.90499 2.61476 1.43482
H 1.99309 2.20751 -0.03555
H 1.90799 -0.49453 -2.27973
H 1.78391 1.05082 -2.81953
H 2.01932 -1.45207 0.42338
H 1.63400 -3.60272 1.23850
H -0.74688 -4.44717 1.49954
H -2.46615 -3.37916 0.65464

---

[5]
20
Properties=species:S:1:pos:R:3 method="wB97M-V/def2-TZVPD" e_tot_ev=-12445.4859 mol_weight_g_mol=138.17 lumo_ev=0.8715 de_lowest_kj_mol=382.3 homo_lumo_gap_ev=10.28 multiplicity=1
H 1.07651 3.08650 -0.43638
N 0.47362 2.33675 -0.11169
C 0.75765 1.15390 -0.37047
C 2.04225 0.53072 -0.77095
C -0.45933 -0.04624 0.06797
C -0.14835 -1.07740 1.07674
C 1.07718 -1.25418 2.01329
N -1.18229 -1.90747 1.04258
O -2.08981 -1.48321 0.18708
C -1.61559 -0.37990 -0.50969
C -2.61292 0.34906 -1.36461
H 2.27808 -0.23885 -0.05460
H 3.07207 1.14797 -0.69127
H 1.96269 0.26972 -1.83780
H 1.97089 -1.07705 1.49303
H 0.89453 -0.66618 2.89252
H 1.00559 -2.22635 2.36879
H -2.86412 1.31924 -1.08322
H -2.19186 0.49077 -2.38688
H -3.44678 -0.32778 -1.52445

---

[6]
5
Properties=species:S:1:pos:R:3 method="wB97M-V/def2-TZVPD" e_tot_ev=-25440.4190 mol_weight_g_mol=92.55 lumo_ev=-1.1400 de_lowest_kj_mol=63.0 homo_lumo_gap_ev=8.22 multiplicity=1
C 0.46831 -1.34658 -0.21613
C -0.69306 0.11120 0.49722
S 1.54424 -0.16910 -0.32845
Cl -2.01276 0.46526 -0.37989
H 0.69328 0.93921 0.42725

---

[7]
41
Properties=species:S:1:pos:R:3 method="wB97M-V/def2-TZVPD" charge=-1 e_tot_ev=-17255.5041 mol_weight_g_mol=210.08 lumo_ev=2.6704 de_lowest_kj_mol=249.3 homo_lumo_gap_ev=5.50 multiplicity=1
Li 0.09976 -1.73506 0.62819
B 0.89377 -3.78460 0.99277
H 1.55828 -4.52648 0.57771
H 0.13677 -4.23707 1.61444
H 1.52905 -3.15409 1.59537
H 0.47977 -3.24003 0.15834
C 0.88142 2.74390 1.06293
C -0.02341 1.53106 0.78854
C -1.26103 1.90625 -0.20005
C -0.85023 2.01131 -1.65169
C -0.26508 0.68191 -2.04475
C 1.04884 0.35734 -1.27489
N 0.64553 0.31971 0.17614
O 1.65873 -0.33931 0.96821
C 2.14464 1.37671 -1.65228
C 1.42344 -0.97953 -1.95443
C -0.69232 1.17782 2.11289
H 1.29323 3.32256 0.23610
H 1.76742 2.55921 1.67036
H 0.37380 3.57926 1.54523
H -1.72104 2.85250 0.08474
H -1.99819 1.11357 -0.07227
H -0.20683 2.86735 -1.85496
H -1.70284 2.27219 -2.27867
H -0.01205 0.69625 -3.10488
H -1.05044 -0.06295 -1.91641
H 3.00601 1.06301 -2.24198
H 2.60723 1.87160 -0.79835
H 1.84842 2.17007 -2.33853
H 2.07284 -1.60368 -1.34059
H 1.80354 -0.71715 -2.94174
H 0.60468 -1.67674 -2.13231
H 0.01731 0.72813 2.80736
H -1.48245 0.43375 2.01210
H -1.03340 2.09183 2.59906
C -2.67101 -2.29451 1.70343
O -1.86006 -2.16763 0.50456
H -2.01622 -1.92553 2.49287
H -3.55975 -1.67740 1.83534
H -3.04573 -3.30295 1.87874
H -2.44238 -2.30257 -0.24664

---

[8]
22
Properties=species:S:1:pos:R:3 method="wB97M-V/def2-TZVPD" smiles=C[C@@H]1O[C@H](O)[C@H](Cl)[C@@H](O)[C@@H]1O e_tot_ev=-27112.0116 mol_weight_g_mol=182.60 lumo_ev=0.3737 de_lowest_kj_mol=0.0 homo_lumo_gap_ev=10.34 multiplicity=1
C -1.79391 -1.25088 1.07898
C -0.86597 -0.87209 -0.05640
O 0.42971 -1.33049 0.31232
C 1.43703 -0.92895 -0.57330
O 2.59460 -1.74878 -0.46347
C 1.71775 0.59929 -0.37705
Cl 3.16713 0.92446 0.74811
C 0.40842 1.29179 0.20576
O 0.44613 2.63769 -0.14259
C -0.83978 0.66758 -0.40404
O -1.97347 1.40441 0.06330
H -1.53996 -0.65495 1.94070
H -2.82550 -1.03574 0.76905
H -1.66207 -2.29720 1.30974
H -1.20507 -1.41680 -0.98097
H 1.13572 -1.07831 -1.61743
H 2.81443 -1.94445 0.41055
H 1.95880 1.03784 -1.36882
H 0.47227 1.17747 1.29395
H -0.53912 2.87875 -0.10740
H -0.68348 0.73443 -1.49878
H -2.65365 1.20496 -0.54220

---

[9]
109
Properties=species:S:1:pos:R:3 method="wB97M-V/def2-TZVPD" charge=+1 e_tot_ev=-96704.4114 mol_weight_g_mol=718.72 lumo_ev=-2.9907 homo_lumo_gap_ev=6.60 multiplicity=1
C -1.99249 -0.73746 -0.35319
C -1.03720 -0.12543 -0.82290
C 0.38006 0.38309 -1.29575
P 1.40034 1.09591 0.11167
C 0.36856 2.02722 1.38487
C 1.35719 2.72967 2.43555
F 2.73730 2.48854 2.12337
P 2.34501 -0.59723 1.18722
C 0.92866 -1.53883 2.05119
O 3.08215 -1.59006 0.02258
H -2.65384 -1.47432 0.18791
H 0.96710 -0.50923 -1.70741
H 0.25088 1.08358 -2.18420
H 2.47809 1.91887 -0.37365
H -0.19155 1.22690 1.97687
H -0.35237 2.77352 0.92764
H 1.19281 2.35919 3.49942
H 1.17175 3.85426 2.39208
H 0.73621 -1.12834 3.09784
H -0.03646 -1.36680 1.46747
H 1.17052 -2.64554 2.05051
H 4.05294 -1.58183 0.17516
O -7.31656 -0.76380 -0.84178
P -7.54575 -2.06640 -1.60933
N -7.51747 -3.01339 -0.16526
C -6.87322 -4.29241 0.06685
C -8.64632 -2.80656 0.74280
N -5.96819 -2.05700 -2.31629
C -4.98345 -3.11518 -2.20505
C -5.26825 -0.77689 -2.39008
N -7.89342 -3.50895 -2.57600
C -7.88289 -3.21063 -4.03421
C -9.23116 -4.09536 -2.33161
H -7.28006 -5.10973 -0.53926
H -6.96596 -4.60255 1.11161
H -5.79871 -4.24369 -0.09541
H -9.56487 -3.27377 0.36906
H -8.85248 -1.74217 0.87510
H -8.44950 -3.20277 1.74184
H -4.43446 -3.05927 -1.25586
H -4.24592 -3.04162 -3.01277
H -5.41964 -4.10827 -2.31442
H -4.83454 -0.49159 -1.42248
H -5.93975 0.01683 -2.71720
H -4.45850 -0.80814 -3.12705
H -8.62868 -2.45111 -4.28968
H -8.08959 -4.11512 -4.61289
H -6.91370 -2.85591 -4.38128
H -10.01947 -3.34004 -2.40529
H -9.30032 -4.56965 -1.35354
H -9.44691 -4.89223 -3.04799
O 3.95625 -7.00290 -0.79515
P 5.06569 -6.17076 -1.44119
N 4.00387 -5.56434 -2.66257
C 4.25843 -5.39301 -4.08085
C 2.95816 -4.65960 -2.19074
N 5.90430 -7.54978 -2.04826
C 6.24319 -7.79272 -3.43897
C 5.65055 -8.83676 -1.40065
N 6.39193 -5.17603 -2.06898
C 7.67436 -5.46428 -1.37103
C 6.19591 -3.72119 -1.88906
H 5.04131 -4.65920 -4.30481
H 3.36027 -5.06315 -4.61099
H 4.51590 -6.33165 -4.56520
H 3.35581 -3.66722 -1.94184
H 2.47570 -5.05212 -1.29237
H 2.16157 -4.52864 -2.92755
H 5.39368 -8.20580 -3.99562
H 7.06406 -8.51445 -3.51459
H 6.60949 -6.89874 -3.94468
H 4.69916 -9.27703 -1.72368
H 5.63370 -8.73136 -0.31590
H 6.44750 -9.55365 -1.62205
H 7.59372 -5.27202 -0.29598
H 8.48090 -4.84854 -1.77905
H 7.99826 -6.49530 -1.50161
H 5.94013 -3.47640 -0.85197
H 5.41413 -3.32765 -2.53821
H 7.09712 -3.16657 -2.16368
O 0.63204 6.76341 2.05563
P 0.75124 7.76643 3.21256
N 0.07324 9.04208 2.26896
C 0.50380 10.42489 2.17114
C -1.34633 8.89673 1.94464
N 2.47390 7.83808 3.09347
C 3.26046 9.03936 2.87691
C 3.15743 6.71688 2.45243
N 0.88325 8.84655 4.61080
C 1.59516 8.19630 5.74489
C -0.41847 9.25843 5.18534
H 0.41513 10.98357 3.10947
H -0.07903 10.97258 1.42542
H 1.52714 10.50922 1.81413
H -1.98817 9.09943 2.81004
H -1.56865 7.88277 1.60425
H -1.65397 9.56161 1.13434
H 3.28923 9.31781 1.81694
H 4.29571 8.88532 3.20154
H 2.90589 9.88533 3.46571
H 3.08365 6.76341 1.35827
H 2.74531 5.76458 2.78837
H 4.21891 6.69696 2.71917
H 1.07573 7.28998 6.07266
H 1.67442 8.88219 6.59266
H 2.61837 7.92171 5.49364
H -1.06151 8.39497 5.38087
H -0.95617 9.94680 4.53481
H -0.27865 9.80515 6.12138

---

[10]
81
Properties=species:S:1:pos:R:3 method="wB97M-V/def2-TZVPD" e_tot_ev=-103065.9844 mol_weight_g_mol=828.64 lumo_ev="-0.9502 / -1.0626" de_lowest_kj_mol=0.0 homo_lumo_gap_ev="4.68 / 5.13" multiplicity=8
Eu 3.21404 -1.83064 -2.72900
C 5.13904 -1.17959 -5.62837
C 4.04209 -0.49375 -5.99162
C 3.07074 -1.04464 -7.01657
C 2.68504 -2.52351 -6.76572
C 2.64151 -2.91887 -5.33043
C 3.73485 -3.45605 -4.69785
C 4.96756 -3.73531 -5.53454
C 5.56457 -2.46539 -6.22453
C 0.27754 -1.52984 0.93120
H 5.87547 -0.81753 -4.92098
H 4.02419 0.60070 -5.86843
H 3.54830 -0.94240 -8.01998
H 2.16806 -0.41158 -6.98583
H 1.68186 -2.66165 -7.19513
H 3.41825 -3.15871 -7.28655
H 1.65543 -2.91498 -4.87732
H 3.68084 -4.00750 -3.72052
H 4.74648 -4.45585 -6.35032
H 5.74202 -4.15255 -4.86873
H 6.66516 -2.50560 -6.11048
H 5.27556 -2.44226 -7.29465
H 1.11422 -1.18778 1.50808
H -0.35792 -2.21734 1.54251
H -0.41879 -0.78811 0.54550
P -0.44060 -1.79706 -1.63641
P 0.50075 1.18645 -2.13077
N 0.24970 -3.49354 -1.58156
N -2.17715 -2.25478 -1.78221
N 2.23937 1.13604 -2.36062
N 0.43561 2.83458 -2.61766
C -0.06898 -1.33238 -3.40249
C -0.06568 0.18221 -3.61379
C 1.05639 -3.87946 -0.49322
C 1.50062 -5.14992 -0.73654
C 0.95125 -5.60662 -1.97278
C 0.20873 -4.56299 -2.50147
C -2.86206 -2.83654 -0.69684
C -4.18953 -3.00074 -1.05668
C -4.34065 -2.52760 -2.41124
C -3.08886 -2.09388 -2.83731
C 3.10657 1.09822 -1.25596
C 4.32127 0.63401 -1.67902
C 4.25823 0.46911 -3.10040
C 2.94260 0.63002 -3.48446
C 1.00974 3.55164 -3.70079
C 0.59845 4.87002 -3.59270
C -0.24697 4.96808 -2.40582
C -0.31430 3.72513 -1.82914
H -0.80517 -1.83911 -4.03611
H 0.88738 -1.82392 -3.68692
H 0.44586 0.40132 -4.56441
H -1.11761 0.52016 -3.69474
H 1.13307 -3.28671 0.40592
H 2.18098 -5.68274 -0.09526
H 1.10488 -6.58751 -2.41920
H -0.45179 -4.47042 -3.36549
H -2.36255 -3.04386 0.23508
H -4.98211 -3.36281 -0.42031
H -5.25998 -2.46692 -2.98175
H -2.76827 -1.64472 -3.77245
H 2.85472 1.69339 -0.39079
H 5.20433 0.40716 -1.07241
H 5.09036 0.08082 -3.66437
H 2.50575 0.64804 -4.47271
H 1.69007 3.10601 -4.42092
H 0.85259 5.67888 -4.27230
H -0.74397 5.86769 -2.07005
H -0.78324 3.35586 -0.92777
F -2.73854 1.52985 5.63128
C -1.89509 1.62187 4.58893
C -0.53419 1.34779 4.80093
F -0.03968 1.05934 6.02983
C 0.31254 1.25677 3.70544
F 1.59730 0.91220 3.94609
C -0.11829 1.52410 2.35772
S 0.92099 1.51240 1.05144
C -1.51119 1.84852 2.23434
F -1.96864 2.26638 1.02754
C -2.40230 1.84949 3.29959
F -3.72910 2.03935 3.09642

---

[11]
25
Properties=species:S:1:pos:R:3 method="wB97M-V/def2-TZVPD" e_tot_ev=-94523.8838 mol_weight_g_mol=515.32 lumo_ev="-3.6299 / -3.6193" homo_lumo_gap_ev="5.33 / 5.33" multiplicity=1
Os 1.15914 0.26071 0.18306
O 2.79297 -2.00585 3.27816
C 2.41952 -1.44321 2.30880
O 1.33639 -1.19414 1.74634
C 3.78343 -0.60418 1.35414
O 4.82398 -1.11322 1.56875
O 3.24449 0.31108 0.75464
O 1.20893 0.99198 -3.67120
Se 2.10534 0.70112 -2.42160
O 3.62461 0.95731 -2.61342
O 1.43305 1.64871 -1.10628
O 1.76349 -0.76804 -1.75258
N -1.43654 -0.60727 2.00970
C -1.82461 -0.15069 0.80504
C -3.20050 -0.11695 0.49444
C -3.62872 0.40745 -0.69651
C -2.67113 0.90294 -1.58350
C -1.34434 0.82903 -1.24201
N -0.89979 0.31168 -0.07367
H -2.11021 -1.06295 2.60269
H -0.45993 -0.75458 2.22115
H -3.89923 -0.50215 1.21945
H -4.67856 0.45042 -0.93513
H -2.94695 1.34261 -2.52579
H -0.59482 1.20820 -1.92468

---

[12]
8
Properties=species:S:1:pos:R:3 method="wB97M-V/def2-TZVPD" smiles="C=C=C=C" e_tot_ev=-4206.8640 mol_weight_g_mol=52.08 lumo_ev="-0.4786 / -0.4620" de_lowest_kj_mol=317.9 homo_lumo_gap_ev="8.44 / 8.11" multiplicity=1
C -0.18811 1.04496 -1.95536
C 0.19399 0.27381 -0.55910
C 0.37364 -0.35934 0.63587
C 0.15609 -0.84840 1.83637
H -1.16494 1.09506 -1.90405
H 0.61322 1.28421 -2.65292
H -0.92536 -1.03743 2.18544
H 0.94147 -1.45286 2.41376